(1)
{
  "formula": "C41H37Br2N7O5S2Ti",
  "method": "wB97M-V/def2-TZVPD",
  "symbols": ["Ti", "C", "C", "N", "N", "C", "S", "S", "C", "C", "C", "C", "C", "C", "C", "C", "C", "C", "C", "C", "C", "O", "H", "H", "H", "H", "H", "H", "H", "H", "H", "H", "H", "H", "H", "H", "O", "N", "N", "O", "C", "C", "C", "C", "C", "C", "H", "H", "H", "H", "H", "Br", "C", "C", "C", "Br", "C", "C", "C", "C", "N", "C", "C", "O", "H", "H", "H", "H", "C", "C", "N", "C", "C", "C", "O", "C", "C", "C", "C", "N", "C", "H", "H", "H", "H", "H", "H", "H", "H", "H", "H", "H", "H", "H", "H"],
  "positions_angstrom": [[0.201, 0.555, -0.842], [-1.038, 2.041, -5.043], [-0.533, 1.948, -3.622], [-0.547, 0.833, -2.972], [-0.941, -0.279, -3.611], [-1.742, -1.089, -3.014], [-2.653, -0.776, -1.633], [-1.949, -2.637, -3.901], [-3.775, -2.566, -4.106], [-4.106, -1.511, -5.105], [-4.112, -1.777, -6.471], [-4.358, -0.766, -7.383], [-4.588, 0.527, -6.948], [-4.584, 0.802, -5.590], [-4.348, -0.209, -4.676], [-0.143, 3.160, -2.928], [0.275, 4.311, -3.591], [0.572, 5.471, -2.900], [0.430, 5.501, -1.520], [-0.029, 4.396, -0.841], [-0.315, 3.190, -1.511], [-0.790, 2.170, -0.867], [-1.574, 1.127, -5.298], [-0.201, 2.146, -5.733], [-1.700, 2.899, -5.156], [-4.173, -2.334, -3.117], [-4.059, -3.565, -4.432], [-3.907, -2.781, -6.817], [-4.363, -0.988, -8.441], [-4.761, 1.320, -7.661], [-4.761, 1.808, -5.237], [-4.322, 0.009, -3.617], [0.380, 4.290, -4.666], [0.916, 6.348, -3.432], [0.664, 6.406, -0.973], [-0.162, 4.418, 0.232], [1.744, 1.142, -1.649], [2.638, 1.778, -0.911], [2.218, 1.897, 0.325], [1.039, 1.384, 0.662], [2.970, 2.541, 1.261], [2.530, 2.587, 2.599], [3.275, 3.247, 3.547], [4.466, 3.881, 3.199], [4.906, 3.828, 1.880], [4.185, 3.170, 0.915], [1.603, 2.090, 2.842], [2.937, 3.280, 4.575], [5.039, 4.415, 3.945], [5.836, 4.322, 1.621], [4.521, 3.125, -0.110], [1.391, -2.346, -4.312], [2.123, -2.594, -2.577], [3.168, -3.497, -2.461], [3.792, -3.660, -1.244], [5.209, -4.942, -1.129], [3.463, -2.883, -0.125], [4.070, -2.957, 1.142], [3.683, -2.064, 2.122], [2.697, -1.128, 1.841], [2.061, -1.076, 0.683], [2.412, -1.938, -0.282], [1.642, -1.841, -1.496], [0.580, -1.104, -1.519], [3.479, -4.066, -3.323], [4.818, -3.714, 1.337], [4.138, -2.098, 3.099], [2.390, -0.398, 2.580], [-2.717, -1.859, 6.666], [-2.336, -2.550, 5.356], [-0.909, -2.565, 5.134], [-0.153, -3.484, 5.968], [0.932, -2.731, 6.733], [-0.386, -2.367, 3.832], [0.504, -3.117, 3.418], [-0.877, -1.227, 3.082], [-1.506, -0.094, 3.669], [-1.954, 0.905, 2.833], [-1.725, 0.828, 1.468], [-0.999, -0.173, 0.905], [-0.631, -1.162, 1.698], [-3.798, -1.858, 6.792], [-2.370, -0.830, 6.667], [-2.269, -2.368, 7.516], [-2.808, -2.030, 4.522], [-2.736, -3.579, 5.377], [0.322, -4.236, 5.328], [-0.824, -3.991, 6.667], [1.606, -2.268, 6.020], [1.499, -3.407, 7.368], [0.492, -1.952, 7.352], [-1.598, -0.009, 4.740], [-2.471, 1.768, 3.238], [-2.107, 1.581, 0.792], [-0.112, -1.999, 1.246]],
  "lowdin_charge": [1.08, -0.01, -0.23, -0.03, -0.13, -1.17, 0.61, 0.80, -0.45, -0.31, -0.06, -0.11, -0.12, -0.10, -0.06, -0.11, -0.05, -0.13, -0.11, -0.01, -0.33, -0.20, 0.06, 0.08, 0.08, 0.03, 0.07, 0.11, 0.09, 0.09, 0.10, 0.07, 0.10, 0.08, 0.09, 0.12, -0.23, 0.02, -0.21, -0.21, -0.20, -0.03, -0.12, -0.14, -0.13, -0.04, 0.10, 0.09, 0.08, 0.09, 0.09, 0.79, -0.56, -0.19, -0.62, 0.69, -0.20, -0.03, -0.04, -0.10, 0.13, -0.13, -0.32, -0.20, 0.08, 0.07, 0.10, 0.12, -0.09, -0.25, -0.09, -0.24, -0.08, -0.42, 0.00, -0.15, -0.10, -0.10, -0.19, -0.08, -0.08, 0.06, 0.06, 0.06, 0.11, 0.12, 0.11, 0.10, 0.07, 0.06, 0.06, 0.07, 0.09, 0.09, 0.12],
  "s_squared": 2.04,
  "total_charge": -2,
  "total_energy_ha": -9137.99808,
  "lumo_ev": [3.8, 3.8],
  "homo_lumo_gap_ev": [3.35, 6.08],
  "multiplicity": 3
}

***

(2)
{
  "formula": "C41H37CdF5P2",
  "method": "wB97M-V/def2-TZVPD",
  "symbols": ["Cd", "C", "C", "C", "C", "C", "C", "C", "C", "C", "H", "H", "H", "H", "H", "H", "H", "H", "H", "H", "H", "H", "H", "H", "H", "P", "P", "C", "C", "C", "C", "C", "C", "C", "C", "C", "C", "C", "C", "C", "C", "C", "C", "C", "C", "C", "C", "C", "C", "C", "C", "C", "C", "H", "H", "H", "H", "H", "H", "H", "H", "H", "H", "H", "H", "H", "H", "H", "H", "H", "H", "H", "H", "H", "H", "F", "C", "C", "C", "F", "C", "F", "C", "F", "C", "F"],
  "positions_angstrom": [[-0.340, 2.675, -4.909], [-1.912, 1.421, -5.303], [-1.582, 0.036, -4.845], [-0.439, -0.693, -5.581], [0.786, 0.029, -6.195], [0.984, 1.526, -6.017], [0.307, 2.453, -6.869], [-0.900, 1.990, -7.692], [-2.097, 1.454, -6.849], [1.925, 0.092, 0.235], [-2.800, 1.829, -4.808], [-2.489, -0.552, -5.115], [-0.910, -1.264, -6.406], [-0.037, -1.460, -4.901], [1.688, -0.452, -5.769], [0.812, -0.230, -7.274], [1.998, 1.769, -5.673], [0.834, 3.324, -7.273], [-0.620, 1.233, -8.445], [-1.251, 2.874, -8.259], [-2.954, 2.116, -7.061], [-2.354, 0.451, -7.222], [1.041, 0.728, 0.326], [2.792, 0.583, 0.691], [1.731, -0.860, 0.751], [-1.881, -0.816, -3.011], [2.290, -0.243, -1.478], [-0.360, -0.489, -2.205], [0.860, -0.977, -2.285], [-2.614, -2.437, -2.738], [-2.629, -3.460, -3.709], [-3.225, -4.685, -3.399], [-3.765, -4.918, -2.129], [-3.715, -3.918, -1.152], [-3.146, -2.683, -1.455], [-3.116, 0.376, -2.430], [-2.685, 1.643, -2.019], [-3.621, 2.601, -1.628], [-4.983, 2.302, -1.666], [-5.416, 1.044, -2.095], [-4.488, 0.079, -2.478], [3.666, -1.403, -1.520], [3.400, -2.780, -1.402], [4.454, -3.687, -1.264], [5.778, -3.231, -1.252], [6.048, -1.864, -1.378], [4.999, -0.950, -1.502], [2.757, 1.290, -2.305], [2.145, 2.491, -1.905], [2.532, 3.701, -2.483], [3.501, 3.722, -3.489], [4.070, 2.525, -3.933], [3.690, 1.310, -3.357], [-0.874, 0.032, -0.212], [1.074, -1.865, -2.908], [-2.187, -3.289, -4.695], [-3.263, -5.470, -4.156], [-4.220, -5.880, -1.889], [-4.114, -4.080, -0.150], [-3.110, -1.898, -0.693], [-1.619, 1.876, -2.032], [-3.278, 3.586, -1.310], [-5.711, 3.059, -1.367], [-6.481, 0.811, -2.141], [-4.816, -0.907, -2.816], [2.367, -3.136, -1.415], [4.235, -4.750, -1.158], [6.598, -3.941, -1.139], [7.077, -1.503, -1.375], [5.214, 0.117, -1.592], [1.373, 2.481, -1.131], [2.068, 4.628, -2.144], [3.812, 4.671, -3.931], [4.825, 2.534, -4.722], [4.140, 0.379, -3.710], [-1.406, -2.154, 1.190], [-1.777, -0.883, 1.526], [-1.382, 0.191, 0.739], [-1.654, 1.477, 1.173], [-1.131, 2.540, 0.496], [-2.461, 1.710, 2.284], [-2.811, 2.965, 2.622], [-2.918, 0.617, 3.023], [-3.702, 0.815, 4.099], [-2.555, -0.681, 2.663], [-2.970, -1.731, 3.399]],
  "lowdin_charge": [1.00, -0.47, -0.37, -0.22, -0.23, -0.42, -0.40, -0.24, -0.22, -0.16, 0.04, 0.08, 0.10, 0.07, 0.09, 0.09, 0.05, 0.05, 0.10, 0.10, 0.10, 0.10, 0.03, 0.08, 0.08, 1.06, 1.00, -0.28, -0.34, -0.30, -0.06, -0.08, -0.07, -0.07, -0.09, -0.33, -0.13, -0.07, -0.08, -0.08, -0.08, -0.30, -0.07, -0.07, -0.07, -0.07, -0.08, -0.30, -0.09, -0.10, -0.08, -0.09, -0.11, 0.06, 0.06, 0.11, 0.11, 0.11, 0.11, 0.10, 0.07, 0.11, 0.11, 0.10, 0.11, 0.11, 0.11, 0.11, 0.11, 0.11, 0.10, 0.10, 0.11, 0.11, 0.11, 0.07, -0.18, 0.03, -0.18, 0.07, -0.12, 0.12, -0.12, 0.12, -0.13, 0.11],
  "total_charge": 0,
  "total_energy_ha": -2933.88298,
  "lumo_ev": [-0.2, -0.2],
  "homo_lumo_gap_ev": [2.97, 3.17]
}